Entry 1:
Here is a cluster of 2 separate species, C4H9N2O2 in total in a non-equilibrium geometry from the OMol25 dataset. Energies are from ωB97M-V with the def2-TZVPD basis set.

Computed properties:
relative energy (zero: lowest compared OMol25 entry of this formula, charge and spin)	125.03	kcal/mol
strongest force on any atom	4.087	eV/A
2S+1	1
energy	-11357.5455	eV
net charge	+1

Last column: Mulliken charge in e.
Atoms and positions in Å:
O1 3.928 0.227 -1.142  -0.227
O2 0.391 -1.635 0.236  -0.337
N1 2.342 -0.180 0.519  -0.485
N2 -1.707 1.300 0.885  -0.204
C1 -0.966 0.170 -1.206  -0.519
C2 3.320 -0.075 -0.238  0.551
C3 -0.535 0.697 0.209  -0.921
C4 -0.785 -0.737 -0.015  0.141
H1 -1.705 -1.339 0.302  0.254
H2 2.222 0.129 1.429  0.210
H3 -2.625 0.884 0.439  0.367
H4 1.081 -0.822 0.190  0.446
H5 -1.853 0.305 -1.782  0.300
H6 -1.649 1.107 1.893  0.347
H7 -0.160 -0.085 -1.897  0.240
H8 -1.759 2.299 0.710  0.360
H9 0.460 -2.245 -0.533  0.476

Entry 2:
Here is a structure of composition CH4BBr in a non-equilibrium geometry from the OMol25 dataset. Energies are from ωB97M-V with the def2-TZVPD basis set.

Computed properties:
relative energy (zero: lowest compared OMol25 entry of this formula, charge and spin)	67.45	kcal/mol
strongest force on any atom	2.784	eV/A
2S+1	1
energy	-71818.4008	eV

Last column: Mulliken charge in e.
Atoms and positions in Å:
Br1 1.176 2.216 2.159  -0.414
C1 -0.379 -0.798 -0.314  -0.916
B1 0.474 0.533 0.187  0.309
H1 -1.409 -0.481 -0.310  0.303
H2 -0.454 -1.777 0.169  0.350
H3 -0.287 -1.091 -1.376  0.324
H4 0.879 1.398 -0.516  0.045

Entry 3:
Here is the molecule C4H8O2 in a non-equilibrium geometry from the OMol25 dataset. Energies are from ωB97M-V with the def2-TZVPD basis set.

Computed properties:
structure (SMILES)	CC(C)OC=O
relative energy (zero: lowest compared OMol25 entry of this formula, charge and spin)	98.86	kcal/mol
strongest force on any atom	3.377	eV/A
2S+1	1
energy	-8368.9946	eV

Last column: Mulliken charge in e.
Atoms and positions in Å:
O1 0.063 -0.764 0.399  -0.226
O2 -1.933 -1.122 1.302  -0.529
C1 0.759 1.485 0.851  -1.159
C2 -0.946 -1.519 0.741  0.206
C3 0.236 -0.398 -1.583  -0.835
C4 -0.162 0.620 -0.064  0.065
H1 -1.207 0.932 0.203  0.314
H2 1.811 1.301 0.636  0.314
H3 1.147 0.056 -1.914  0.346
H4 0.589 2.571 0.816  0.355
H5 -0.742 -2.568 0.454  0.327
H6 0.443 -1.525 -1.578  0.238
H7 -0.651 -0.260 -2.173  0.307
H8 0.593 1.192 1.910  0.277